Below is C10H23Cl2GdO2P2 as an isolated structure at a distorted geometry, with properties calculated with the ωB97M-V functional and the def2-TZVPD basis.

XYZ file:
```
40
Properties=species:S:1:pos:R:3
C 0.1521 0.0235 -3.6942
C 0.9233 0.3688 -2.5899
H 0.8150 -0.0654 -4.5814
H -0.6068 0.8282 -3.8318
H -0.3920 -0.9237 -3.4610
O 1.7360 0.5321 -1.7733
Cl -1.7369 0.0714 -1.2446
Gd -0.7713 -0.0675 1.1805
P -0.0661 2.6000 0.2734
C 1.4222 3.5110 0.7784
C -0.3534 3.4092 -1.3514
H -0.5368 4.4828 -1.1815
H -1.3366 4.5205 1.0384
H -1.2229 2.9589 -1.8482
H -2.3390 3.0353 1.0311
H 2.2519 3.2075 0.1324
H 0.5298 3.2968 -1.9977
C -1.3505 3.4495 1.2794
H 1.2619 4.5911 0.6774
H -1.1645 3.3094 2.3529
H 1.6712 3.2729 1.8163
P 0.1420 -2.6026 0.1630
C 1.6364 -3.5245 0.6695
C -1.1483 -3.5852 1.0124
H -0.9032 -2.8253 -2.0300
H -0.0539 -4.3329 -1.5352
H 0.8711 -2.9234 -2.1488
C -0.0012 -3.2313 -1.5554
H -2.1274 -3.1331 0.8080
H -1.1310 -4.6132 0.6340
H 1.5135 -4.6010 0.4644
H 1.8167 -3.3745 1.7435
H -0.9793 -3.5822 2.0964
H 2.5073 -3.1442 0.1167
C 1.6708 -0.2960 0.9634
O 2.8337 -0.3877 0.9252
Cl -0.1957 0.8948 3.8500
C -1.4919 -0.2055 3.4258
H -1.3511 -1.2026 3.8700
H -2.4953 0.2577 3.5218
```

charge = +2
spin multiplicity = 8
max |F| = 6.47 eV Å⁻¹
DFT total energy = -79279.3697 eV